(1)
9
Properties=species:S:1:pos:R:3:forces:R:3:lowdin_charge:R:1 method="wB97M-V/def2-TZVPD" charge=-1 homo_lumo_gap_ev="7.2 / 7.1" largest_force_ev_per_a=3.015 relative_energy_kcal_mol=41.1
C -0.3283 0.2452 -1.5858 -0.893 1.047 -0.785 -1.035
C 0.1853 -0.9317 1.1716 1.372 0.004 -0.595 -0.569
N -0.8680 0.7265 -0.3450 -0.774 -2.682 1.140 -0.508
O 0.1925 -0.8549 -1.5773 0.706 -1.151 -0.674 -0.062
O -0.6223 1.0706 -2.4823 0.387 -0.597 -0.466 -0.133
I -0.1716 2.4312 0.0965 0.786 2.714 0.840 0.806
I 1.1290 0.2291 2.6620 -0.089 -0.377 0.025 0.539
H -0.4807 -1.6625 1.6706 0.262 0.583 -0.765 -0.036
H 0.9640 -1.2534 0.3898 -1.757 0.460 1.281 -0.003

=====

(2)
11
Properties=species:S:1:pos:R:3:forces:R:3:lowdin_charge:R:1 method="wB97M-V/def2-TZVPD" charge=-1 homo_lumo_gap_ev=7.6 largest_force_ev_per_a=2.757 relative_energy_kcal_mol=7.7
C -0.7615 -0.8281 0.4848 -1.938 1.116 0.875 -0.156
C -1.4262 0.0728 -0.4177 -1.548 1.168 -0.699 -0.442
N 1.8385 0.1708 0.5622 -0.068 0.525 -0.724 -0.156
O 1.8126 1.5008 0.1079 -0.363 -0.446 0.506 -0.162
O -2.2323 1.0170 -0.1423 1.859 -1.966 -0.530 -0.138
F 2.4996 -0.5101 -0.6304 -0.449 -0.164 0.364 -0.286
H -0.5724 -1.7898 0.0321 0.062 -0.331 -0.058 0.037
H 0.5284 -0.2944 0.5192 0.692 0.066 0.290 0.064
H -1.4717 -0.8451 1.3963 1.735 -0.214 -0.839 0.083
H -1.1982 -0.1264 -1.5240 -0.072 0.447 0.790 0.104
H 0.9833 1.6326 -0.3880 0.087 -0.200 0.025 0.052

=====

(3)
30
Properties=species:S:1:pos:R:3:forces:R:3:lowdin_charge:R:1 method="wB97M-V/def2-TZVPD" smiles="CC1=C(c2ccnc3ccccc23)SCC(=O)N1" homo_lumo_gap_ev=7.9 largest_force_ev_per_a=4.535 relative_energy_kcal_mol=39.4
O -4.7930 -1.6289 -0.0910 -4.414 -0.514 -0.458 0.120
N 2.7657 -0.4594 -2.8818 -1.363 -0.476 -0.324 0.115
S -1.7786 0.7164 -0.9316 -0.382 -0.362 0.472 0.968
C -3.7236 -1.1859 -0.0075 4.069 0.713 1.154 -0.484
C -0.8809 -0.8088 -0.6621 -2.748 -2.513 1.308 -0.484
C -1.3914 -2.0029 -0.1387 0.906 0.727 0.739 -0.225
C 1.6787 -1.1031 -3.3357 1.205 2.084 0.699 -0.106
C 3.7229 1.2670 0.1938 3.049 1.251 0.538 -0.094
C 2.6431 1.0750 1.0297 0.187 0.766 -0.780 -0.105
C 0.4259 -1.2044 -2.6881 0.191 -0.400 0.295 -0.016
C 3.8446 0.7250 -1.0569 -1.403 0.857 0.493 -0.010
C 1.6280 0.4189 0.4866 -4.152 -1.746 0.527 -0.052
C 0.3439 -0.7555 -1.4158 3.047 1.288 0.984 -0.267
C 2.7019 0.1127 -1.6236 -0.075 -1.929 -0.905 -0.229
C 1.5554 -0.0818 -0.8472 -1.158 -0.237 0.587 -0.077
N -2.7190 -2.1218 0.4112 1.495 3.261 -1.630 0.101
C -0.5515 -3.3184 0.0486 0.361 1.932 -1.829 -0.011
C -3.3905 0.3660 -0.1681 -1.911 -1.268 -1.054 -0.365
H 1.7230 -1.3605 -4.3580 0.305 -0.757 -0.992 0.089
H 4.5503 1.8947 0.6211 -0.595 -0.715 -0.725 0.122
H 2.4745 1.6256 1.9253 0.417 -0.052 0.796 0.106
H -0.4584 -1.6670 -3.1328 0.457 0.126 -0.141 0.130
H 4.6740 0.9785 -1.6599 0.803 -0.165 -0.590 0.099
H 0.7486 0.2737 1.1686 0.529 0.040 -1.006 0.129
H -3.1101 -2.9337 0.8439 0.245 -0.580 -0.254 0.134
H -0.9989 -4.0633 -0.6281 0.348 -0.008 0.377 0.083
H 0.5409 -3.1542 -0.2080 -1.407 -0.149 0.091 0.098
H -0.5758 -3.6374 1.0649 -0.288 -0.302 0.794 0.057
H -3.6324 0.8587 0.7650 0.789 -0.125 0.676 0.070
H -4.2651 0.7801 -0.7808 1.491 -0.746 0.160 0.103

=====

(4)
72
Properties=species:S:1:pos:R:3:forces:R:3:lowdin_charge:R:1 method="wB97M-V/def2-TZVPD" charge=+3 homo_lumo_gap_ev=6.1 largest_force_ev_per_a=0.677 relative_energy_kcal_mol=9.1
Ti 0.9488 -1.2658 -0.5996 -0.068 -0.609 0.287 1.174
C -2.3947 2.6424 1.8845 0.049 -0.016 -0.014 -0.018
C -1.3060 3.6707 2.0703 -0.129 0.003 0.042 -0.215
C -1.4565 4.6651 3.0375 -0.023 0.038 0.017 -0.014
C -0.5198 5.6729 3.1961 -0.010 -0.010 -0.001 -0.030
C 0.6146 5.7146 2.3927 -0.003 -0.012 0.000 -0.040
C 0.8069 4.7286 1.4429 0.025 0.031 0.051 -0.008
C -0.1495 3.7295 1.2981 0.111 -0.174 -0.140 -0.205
N 0.0956 2.7163 0.2856 -0.011 0.207 0.002 0.188
C 0.4439 1.4795 0.5659 0.151 -0.213 -0.441 -0.309
N 0.6199 1.0897 1.8241 -0.050 -0.081 0.143 0.205
C 0.8484 -0.2274 2.2682 0.063 0.083 0.015 -0.162
C 1.0185 -1.2950 1.3749 -0.069 0.339 -0.308 -0.188
C 1.2388 -2.5960 1.8776 -0.051 0.197 -0.124 -0.096
C 1.2833 -2.8026 3.2388 0.001 0.014 0.068 -0.025
C 1.1260 -1.7175 4.1009 0.011 -0.052 0.079 0.032
C 0.9110 -0.4208 3.6502 0.015 0.031 0.131 -0.176
C 0.7554 0.7295 4.6113 -0.001 -0.026 -0.037 -0.006
N 0.6371 0.5590 -0.4182 -0.123 0.615 0.248 -0.039
C 0.2504 0.7488 -1.8003 0.198 -0.037 0.313 -0.288
C -1.1234 0.7580 -2.1242 0.049 -0.071 0.066 -0.025
C -1.5171 0.8667 -3.4331 0.031 0.002 -0.137 -0.022
C -0.5379 0.9370 -4.4347 -0.099 -0.006 0.002 -0.001
C 0.8059 0.9242 -4.1179 0.020 0.027 -0.006 -0.001
C 1.2449 0.8630 -2.7889 -0.013 -0.064 -0.108 -0.205
C 2.7149 0.9979 -2.4974 0.027 -0.004 0.058 -0.017
H -3.3256 3.1295 1.5919 0.016 0.022 0.016 0.102
H -2.5961 2.1065 2.8138 0.018 0.026 0.003 0.091
H -2.1626 1.9078 1.1122 0.019 0.016 0.002 0.054
H -2.3446 4.6579 3.6582 0.012 0.005 -0.007 0.132
H -0.6797 6.4381 3.9441 0.005 -0.011 -0.008 0.126
H 1.3413 6.5072 2.5058 -0.009 -0.010 0.011 0.123
H 1.6885 4.7325 0.8126 -0.031 -0.003 0.005 0.123
H 0.0857 2.9851 -0.6900 -0.072 0.009 0.015 0.177
H 0.5064 1.8142 2.5261 0.006 -0.023 0.011 0.142
H 1.3805 -3.4433 1.2133 -0.001 -0.021 -0.053 0.112
H 1.4505 -3.7934 3.6389 -0.005 0.011 0.003 0.130
H 1.1761 -1.8857 5.1703 -0.001 -0.013 -0.027 0.139
H 0.8200 0.3863 5.6407 -0.011 -0.023 -0.013 0.100
H -0.2143 1.2241 4.4957 0.020 -0.020 0.009 0.094
H 1.5403 1.4798 4.4756 -0.012 -0.030 -0.019 0.106
H -1.8600 0.6739 -1.3325 0.021 0.026 0.023 0.127
H -2.5696 0.8863 -3.6860 0.022 0.009 -0.012 0.132
H -0.8392 1.0153 -5.4721 0.003 -0.005 0.022 0.133
H 1.5423 1.0048 -4.9087 -0.007 0.002 0.018 0.138
H 3.0411 2.0115 -2.7379 -0.013 0.003 -0.035 0.112
H 3.3019 0.3213 -3.1181 0.001 0.010 -0.021 0.099
H 2.9761 0.8263 -1.4543 -0.035 -0.014 0.051 0.065
I 6.6032 -3.0991 0.2175 0.182 -0.018 0.077 1.044
C 4.7617 -2.9533 -0.6600 -0.040 -0.038 -0.118 -0.750
C 4.2384 -3.7443 -1.6750 0.029 -0.156 -0.136 -0.058
N 3.0061 -3.3150 -1.9477 -0.126 0.095 0.019 0.039
N 2.6674 -2.2597 -1.1652 0.438 0.058 0.121 -0.110
C 3.7591 -2.0467 -0.3815 -0.159 0.105 -0.076 -0.168
H 4.6699 -4.5768 -2.2123 -0.004 0.037 0.030 0.154
H 2.3822 -3.6669 -2.6576 0.035 -0.017 0.010 0.176
H 3.7677 -1.2545 0.3516 -0.023 0.004 0.021 0.127
N -5.4313 -3.8098 -2.6510 0.126 0.063 0.059 0.229
C -4.7581 -2.6743 -2.4352 -0.169 -0.063 -0.095 -0.515
O -5.1336 -1.5468 -2.6744 0.035 0.014 -0.002 0.122
C -3.3607 -2.7276 -1.8615 -0.088 -0.102 -0.016 -0.069
C -3.1600 -2.3924 -0.5246 -0.075 0.017 0.062 0.057
C -1.8895 -2.1279 -0.0835 0.186 0.024 -0.102 -0.056
N -0.8275 -2.1688 -0.9244 -0.368 -0.318 -0.195 -0.074
C -1.0189 -2.5617 -2.2075 0.000 0.065 0.218 -0.091
C -2.2578 -2.8751 -2.7017 -0.031 0.039 -0.078 0.049
H -6.3634 -3.7541 -3.0363 -0.010 0.006 0.002 0.144
H -5.0771 -4.7105 -2.3765 -0.012 -0.005 -0.016 0.129
H -3.9936 -2.2982 0.1589 -0.008 -0.014 -0.025 0.151
H -1.6833 -1.8479 0.9396 0.017 -0.002 0.034 0.130
H -0.1481 -2.5808 -2.8576 0.036 0.027 -0.007 0.126
H -2.3718 -3.1619 -3.7389 -0.017 0.000 0.017 0.149

=====

(5)
15
Properties=species:S:1:pos:R:3:forces:R:3:lowdin_charge:R:1 method="wB97M-V/def2-TZVPD" smiles="O=C1CC(CO)C1" homo_lumo_gap_ev=10.4 largest_force_ev_per_a=0.559 relative_energy_kcal_mol=30.8
O 1.2333 0.4777 -2.3033 -0.062 -0.238 -0.206 -0.068
C 1.2613 0.2094 -0.9133 0.013 -0.005 0.356 -0.233
C -0.1424 0.1700 -0.2907 0.001 0.097 -0.161 -0.265
C -0.4221 0.9608 1.0195 0.000 0.133 0.046 -0.051
C -1.1872 -0.2604 1.5245 -0.213 -0.076 0.339 -0.392
O -1.9670 -0.4411 2.4193 0.349 0.073 -0.430 0.103
C -0.6579 -1.1340 0.3865 -0.039 -0.136 -0.033 -0.053
H 0.8353 -0.2814 -2.7481 0.091 0.166 0.020 0.090
H 1.7966 -0.7310 -0.7117 -0.065 0.129 0.006 0.119
H 1.8541 1.0206 -0.4774 -0.130 -0.105 -0.036 0.120
H -0.8370 0.5002 -1.0696 0.033 -0.050 0.122 0.141
H 0.4747 1.1495 1.6236 -0.100 -0.075 -0.099 0.126
H -0.9962 1.8889 0.9394 0.099 -0.140 0.041 0.121
H 0.1528 -1.7850 0.7410 -0.098 0.128 -0.055 0.123
H -1.3984 -1.7444 -0.1399 0.118 0.100 0.090 0.118

=====

(6)
62
Properties=species:S:1:pos:R:3:forces:R:3:lowdin_charge:R:1 method="wB97M-V/def2-TZVPD" charge=+2 homo_lumo_gap_ev="5.1 / 5.9" largest_force_ev_per_a=1.325 spin_multiplicity=3 relative_energy_kcal_mol=48.7
Mo 0.1028 -0.5068 1.1329 -1.247 0.421 -0.153 1.848
Br 0.9061 7.0374 1.4290 0.000 -0.030 -0.009 0.842
C 0.6456 5.2265 1.0265 0.016 -0.006 0.028 -0.678
C 1.1936 4.2497 1.8525 -0.023 0.099 -0.014 -0.094
C 0.9986 2.9185 1.5558 0.002 -0.174 -0.077 -0.017
C 0.2546 2.5395 0.4349 0.076 0.296 0.107 -0.261
C -0.2785 3.5315 -0.3953 -0.033 -0.172 0.005 -0.002
C -0.0861 4.8662 -0.0976 0.019 0.050 0.015 -0.087
N 0.0380 1.1786 0.1640 0.099 -0.613 0.286 -0.069
C -0.5976 0.7775 -1.0809 0.283 0.114 -0.187 -0.243
C 0.3116 -1.5744 -1.2723 0.085 -0.029 0.160 -0.250
C 0.3944 -2.3480 -2.3986 -0.007 -0.003 -0.129 0.060
C 1.5474 -3.1180 -2.5360 -0.023 0.035 0.036 0.028
C 2.5302 -3.0921 -1.5561 -0.026 0.005 -0.029 0.012
C 2.3377 -2.3306 -0.4199 0.065 -0.038 0.041 -0.036
N 1.2260 -1.5927 -0.2941 0.034 -0.122 -0.184 0.004
H 1.7722 4.5412 2.7175 0.006 -0.014 0.004 0.115
H 1.4408 2.1643 2.1923 0.019 -0.019 0.010 0.098
H -0.8502 3.2735 -1.2763 -0.012 0.018 -0.012 0.121
H -0.5030 5.6309 -0.7377 -0.009 -0.008 -0.002 0.118
H -1.6118 1.1844 -1.1146 -0.051 -0.122 0.124 0.178
H -0.3865 -2.3596 -3.1430 -0.025 0.038 0.025 0.133
H 1.6681 -3.7372 -3.4148 0.024 -0.008 0.005 0.136
H 3.4322 -3.6786 -1.6528 -0.001 -0.004 -0.001 0.133
H 3.0348 -2.3300 0.4040 -0.017 0.014 0.028 0.107
C -3.6553 -1.9645 2.7946 0.017 0.002 -0.027 -0.032
C -4.4109 -2.3089 1.6750 0.008 0.003 0.021 -0.020
C -3.9258 -2.0770 0.4031 0.002 -0.028 -0.020 0.008
C -2.6585 -1.5125 0.2372 0.017 0.017 -0.021 -0.166
C -1.8650 -1.1820 1.3764 0.299 0.127 -0.038 -0.143
C -2.4038 -1.3861 2.6483 0.028 -0.014 0.090 -0.076
C -2.0938 -1.1361 -1.0199 0.045 -0.059 0.111 -0.165
C -2.6414 -0.8986 -2.2742 0.026 0.033 -0.064 0.002
C -2.0387 -0.2482 -3.3445 -0.069 -0.036 0.039 0.023
C -0.7595 0.4395 -3.4912 0.091 0.039 -0.010 -0.171
C -0.2660 0.6190 -4.7911 -0.057 -0.046 0.001 0.000
C 0.9561 1.2271 -5.0210 0.053 0.027 0.019 -0.035
C 1.7202 1.6876 -3.9577 -0.030 -0.004 -0.022 -0.028
C 1.2452 1.5545 -2.6569 0.009 -0.033 0.026 -0.007
C 0.0234 0.9532 -2.4297 -0.091 0.122 0.050 -0.145
N -0.7390 -0.6961 -0.8097 -0.103 0.038 -0.316 -0.128
H -4.0504 -2.1374 3.7862 0.002 -0.007 0.003 0.124
H -5.3900 -2.7490 1.8066 -0.002 -0.004 -0.018 0.127
H -4.5212 -2.3324 -0.4638 -0.014 0.003 0.009 0.126
H -1.8595 -1.1027 3.5371 -0.014 0.030 -0.004 0.096
H -3.6539 -1.2486 -2.4349 0.002 -0.014 -0.002 0.130
H -2.6181 -0.2670 -4.2606 -0.004 0.013 0.001 0.125
H -0.8521 0.2621 -5.6291 -0.007 0.011 0.000 0.127
H 1.3127 1.3489 -6.0346 -0.006 -0.007 -0.003 0.122
H 2.6716 2.1686 -4.1384 0.006 -0.007 0.001 0.121
H 1.8223 1.9393 -1.8251 -0.005 0.018 -0.002 0.122
O -0.0870 0.3423 3.1271 0.057 -0.003 -0.348 -0.076
C 0.8612 -0.3923 3.5191 0.158 -0.025 0.108 -0.481
C 1.6190 -0.3900 4.8024 -0.048 -0.048 0.061 -0.036
C 2.6679 -1.4839 4.5638 0.029 0.063 -0.012 -0.039
C 2.4457 -1.9700 3.1401 -0.051 -0.142 0.083 -0.414
O 3.0774 -2.7711 2.5248 0.031 0.045 -0.016 0.131
N 1.2967 -1.2922 2.6221 0.421 0.160 0.254 0.003
H 0.9391 -0.5982 5.6303 -0.006 0.006 -0.005 0.148
H 2.0406 0.5999 4.9828 -0.017 0.011 -0.017 0.145
H 2.5773 -2.3270 5.2471 -0.021 -0.025 -0.031 0.144
H 3.6926 -1.1219 4.6388 -0.006 0.006 0.024 0.142